Here is a molecular structure, C20H21N5O2V from the Open Molecules 2025 dataset. Energies are from ωB97M-V/def2-TZVPD.

```
49
Properties=species:S:1:pos:R:3:lowdin_spin:R:1
H -0.118 1.686 6.452 0.004
O 0.341 4.681 -0.726 0.000
C -1.321 -4.806 -0.578 -0.025
N -0.610 -2.557 -0.477 -0.025
C -0.705 3.131 -2.092 -0.001
H -0.100 -3.794 -2.062 0.000
C -0.186 2.133 -1.299 0.003
H -1.351 -5.738 -1.128 -0.001
C -1.957 -3.449 1.317 -0.027
N -0.667 0.875 -1.322 -0.010
H -0.522 5.232 -3.749 0.000
C -2.315 1.532 -2.901 0.000
C 3.790 -1.733 -0.667 0.001
C -0.126 4.526 -1.838 0.000
H 4.113 -2.657 -1.164 0.000
H 0.637 2.369 -0.626 0.000
C -1.078 0.211 5.196 0.030
H -2.096 -0.447 -2.092 0.000
N -0.454 -0.183 1.634 -0.090
C -1.727 0.571 -2.109 0.003
H 2.216 -0.220 -3.375 0.000
H 3.363 -1.596 -3.438 0.000
C -0.390 0.263 2.888 0.078
H 1.101 1.774 2.350 0.000
C 0.628 1.824 4.427 0.022
H -2.495 -5.517 1.074 0.001
H -1.679 -0.186 6.005 0.000
H 0.171 6.348 -2.652 0.000
H -2.484 -3.320 2.253 -0.001
C -1.202 -0.292 3.937 0.003
H -1.914 -1.080 3.721 -0.001
H 1.312 2.631 4.658 0.000
C -0.626 -3.714 -1.119 -0.008
C -1.262 -2.436 0.703 0.000
N -0.177 5.414 -2.823 0.000
H 3.947 -0.052 -2.939 0.001
C -1.967 -4.676 0.641 0.009
O 1.655 -0.719 -0.967 -0.006
N -1.040 -1.089 0.981 -0.158
H 3.440 -1.950 0.340 0.000
C -0.178 1.273 5.450 0.108
H 4.710 -1.135 -0.612 0.000
H -2.266 3.585 -3.526 0.000
C -1.798 2.831 -2.904 0.002
H -3.176 1.282 -3.506 0.000
C 3.059 -0.698 -2.883 0.001
V 0.200 -0.435 -0.125 1.070
C 2.789 -1.042 -1.488 0.006
C 0.515 1.350 3.157 0.016
```

As for the net charge: +4. The HOMO energy (alpha / beta) comes out at -20.11 / -20.11 eV. The calculation puts the gap between HOMO and LUMO (alpha / beta) at 4.754 / 4.441 eV. The energy above the lowest of the compared OMol25 structures with the same formula, charge and spin is 84.5 kJ/mol. The calculation puts the maximum force at 3.75 eV Å⁻¹. The spin multiplicity is 2.